Record 1
Computed, not measured: a molecular structure, C56H52BeGe2N2S6, with ωB97M-V with the def2-TZVPD basis set.

## Properties
charge: -2
HOMO-LUMO gap: 5.880 eV
energy: -8832.88762 hartree

Positions of all 119 atoms, in Å:
Be: 14.1985 -15.5663 12.1452
C: 13.6741 -18.9685 17.2250
C: 12.8118 -19.0990 16.0032
C: 11.5328 -18.5782 16.0254
C: 10.7041 -18.6491 14.9045
C: 9.3025 -18.1231 15.0118
C: 11.2092 -19.1934 13.7177
C: 12.5013 -19.7280 13.6878
C: 13.0882 -20.3708 12.4606
C: 13.2746 -19.6802 14.8434
C: 10.2781 -19.3724 12.5557
C: 9.4671 -20.5051 12.6321
C: 8.5907 -20.7935 11.5982
C: 8.5281 -19.9760 10.4675
C: 9.3065 -18.8219 10.4177
C: 10.1970 -18.4912 11.4505
Ge: 11.3342 -16.8597 11.4376
S: 13.3937 -17.1306 10.9531
S: 10.9779 -15.6971 13.3274
Ge: 11.2797 -13.9739 11.9218
S: 13.3904 -13.6091 11.7812
S: 10.4980 -15.1692 10.1848
C: 10.1841 -12.3492 12.3615
C: 9.5997 -11.5369 11.3693
C: 8.8375 -10.4134 11.7045
C: 8.6303 -10.1162 13.0484
C: 9.2328 -10.8673 14.0516
C: 10.0333 -11.9613 13.6974
C: 10.6918 -12.7138 14.7936
C: 9.9941 -13.6642 15.5322
C: 8.5677 -14.0387 15.2344
C: 10.6584 -14.3714 16.5247
C: 12.0121 -14.1774 16.7596
C: 12.7794 -15.0651 17.6924
C: 12.6760 -13.1680 16.0701
C: 12.0249 -12.4020 15.1199
C: 12.7463 -11.2526 14.4574
C: 9.7980 -11.8115 9.9206
C: 10.9315 -11.3437 9.2505
C: 12.0045 -10.5754 9.9712
C: 11.0749 -11.6586 7.8931
C: 10.1271 -12.3920 7.2191
C: 10.3503 -12.7400 5.7768
C: 8.9933 -12.8206 7.8991
C: 8.8222 -12.5459 9.2455
C: 7.6053 -13.0668 9.9868
C: 9.1247 -17.9832 9.1985
C: 10.0030 -18.1003 8.1284
C: 11.2710 -18.9189 8.2274
C: 9.7037 -17.4341 6.9543
C: 8.5810 -16.6458 6.8184
C: 8.2389 -15.9893 5.5045
C: 7.7524 -16.4828 7.9287
C: 8.0069 -17.1595 9.1079
C: 7.1257 -16.9346 10.3078
H: 13.0857 -19.1964 18.1050
H: 14.0198 -17.9405 17.2852
H: 14.5296 -19.6449 17.1667
H: 11.1217 -18.1282 16.9234
H: 9.2873 -17.3769 15.8184
H: 8.6109 -18.9341 15.2538
H: 8.9762 -17.6410 14.0826
H: 12.3613 -20.9962 11.9597
H: 13.9434 -20.9943 12.7400
H: 13.4238 -19.5939 11.7755
H: 14.2870 -20.0910 14.7866
H: 9.5352 -21.1901 13.4840
H: 7.9714 -21.6881 11.6450
H: 7.8735 -20.2263 9.6412
H: 8.4180 -9.7747 10.9284
H: 8.0298 -9.2537 13.3305
H: 9.0515 -10.6247 15.1055
H: 8.1185 -13.4475 14.4466
H: 7.9381 -13.9088 16.1370
H: 8.5168 -15.0872 14.9297
H: 10.1297 -15.1565 17.0413
H: 12.0998 -15.7256 18.2567
H: 13.3422 -14.4900 18.4341
H: 13.4787 -15.6956 17.1214
H: 13.7267 -12.9568 16.2634
H: 13.6962 -11.1092 14.9784
H: 12.1526 -10.3331 14.4679
H: 12.9633 -11.4962 13.4105
H: 11.5887 -9.9185 10.7181
H: 12.5596 -9.9964 9.2358
H: 12.6937 -11.2750 10.4349
H: 11.9544 -11.3392 7.3442
H: 11.1780 -12.1648 5.3666
H: 9.4667 -12.5445 5.1502
H: 10.5884 -13.7989 5.6685
H: 8.2583 -13.4256 7.3905
H: 6.9553 -13.5694 9.2693
H: 7.0542 -12.2544 10.4482
H: 7.9180 -13.7818 10.7527
H: 11.1151 -19.8244 8.8100
H: 12.0375 -18.3481 8.7467
H: 11.6423 -19.1925 7.2247
H: 10.3810 -17.5433 6.1116
H: 9.0818 -16.0676 4.7934
H: 7.9719 -14.9264 5.6341
H: 7.3918 -16.5027 5.0437
H: 6.8879 -15.8292 7.8682
H: 6.3852 -16.1617 10.0802
H: 7.7516 -16.5784 11.1278
H: 6.6213 -17.8579 10.6197
S: 14.3669 -16.2156 14.1427
C: 16.0323 -16.7421 14.0774
C: 16.5680 -17.6011 15.0466
C: 17.9126 -17.9704 15.1193
C: 18.3432 -18.8851 16.1455
N: 18.6776 -19.6268 16.9568
C: 18.7905 -17.4585 14.1496
C: 18.2770 -16.6918 13.1078
C: 16.9045 -16.3255 13.0363
S: 16.2521 -15.3959 11.7035
C: 20.1846 -17.7509 14.2126
N: 21.3137 -17.9262 14.2684
H: 15.8967 -18.0148 15.7927
H: 18.9531 -16.3352 12.3381

Forces on atoms 1 to 6 (eV/Å):
0.3 0.2 0.1
0.0 -0.2 -0.4
0.1 0.1 0.4
-0.7 -0.1 -0.5
0.5 0.2 0.1
0.0 0.3 0.0

Record 2
Computed, not measured: 8 unconnected molecules or ions with the total composition C4H26N2O7S, with ωB97M-V with the def2-TZVPD basis set.

## Properties
HOMO-LUMO gap: 8.891 eV
energy: -1202.34738 hartree
ΔE to the lowest compared entry with this formula, charge and spin: 18.8 kcal/mol

Positions of all 40 atoms, in Å:
C: -0.5374 -0.5940 -2.4994
N: -0.6271 -1.2974 -1.2241
C: -1.7804 -0.9286 -0.3991
C: -1.4748 0.0160 0.7898
N: -0.3801 0.9522 0.5191
C: -2.7886 0.7668 1.1229
S: -2.5367 1.9356 2.5086
H: -1.5028 -0.6731 -2.9948
H: 0.1952 -1.1510 -3.0862
H: -0.2143 0.4523 -2.4925
H: 0.1904 -1.0935 -0.6556
H: -2.4839 -0.4310 -1.0776
H: -2.3759 -1.7554 -0.0045
H: -1.0895 -0.5800 1.6175
H: 0.1025 1.1280 1.3918
H: -0.6395 1.8572 0.1461
H: -3.1731 1.2684 0.2417
H: -3.4897 0.0245 1.5068
H: -1.3683 1.4905 2.9922
O: 1.2052 2.8618 -1.9661
H: 1.1013 2.3766 -2.7887
H: 0.9555 2.2458 -1.2663
O: -1.5650 3.4197 -0.7638
H: -0.6546 3.3420 -1.0532
H: -1.9080 4.2751 -0.5109
O: 1.9593 -3.4449 -2.1598
H: 1.3848 -2.8596 -2.6702
H: 1.3797 -3.6896 -1.4247
O: -0.1995 -4.0703 0.5535
H: -0.5098 -3.2875 0.0827
H: 0.7326 -3.9108 0.7468
O: 3.0531 0.6821 0.8157
H: 2.5080 1.0933 0.1492
H: 3.7355 1.2483 1.1740
O: 1.3049 1.6473 3.4701
H: 1.2132 1.0924 4.2461
H: 2.1571 1.4279 3.0822
O: 2.5481 -2.2297 0.8392
H: 3.0660 -2.3273 0.0325
H: 2.5067 -1.2798 1.0089

Forces on atoms 1 to 6 (eV/Å):
0.2 -0.8 0.1
-0.1 -0.1 0.9
-0.3 0.9 -0.5
-0.2 0.9 -0.9
1.1 -0.3 -0.2
1.0 -1.1 1.4

Record 3
Computed, not measured: a molecular structure, C27H37BrFeN2O2PS5Se, with ωB97M-V with the def2-TZVPD basis set.

## Properties
HOMO-LUMO gap (alpha / beta): 7.225 / 6.049 eV
energy: -9882.61197 hartree
ΔE to the lowest compared entry with this formula, charge and spin: 0.0 kcal/mol
multiplicity: 6

Positions of all 77 atoms, in Å:
Fe: 0.2314 -0.1608 0.2565
O: 0.3478 2.2711 6.1442
C: 0.2962 1.6313 4.9610
C: -0.2803 0.3725 4.7999
C: -0.2825 -0.1962 3.5442
N: 0.2431 0.4071 2.4753
C: 0.7811 1.6031 2.6602
Br: 1.4603 2.3621 1.0665
C: 0.8489 2.2772 3.8588
H: -0.0643 1.7337 6.8326
H: -0.7190 -0.1552 5.6358
H: -0.7181 -1.1687 3.3636
H: 1.2989 3.2521 3.9504
S: -6.5906 -3.0933 0.3117
C: -5.1108 -2.4223 0.4449
S: -4.8078 -0.7231 0.2836
C: -3.0768 -0.7415 0.5041
C: -2.5150 -2.0240 0.7052
S: -0.8812 -2.3682 0.8983
S: -3.6630 -3.3334 0.7220
S: -2.2361 0.7052 0.4671
Se: 2.4652 -1.1542 0.2095
C: 2.0853 -2.6587 -0.7881
N: 1.8614 -3.5696 -1.4610
O: 0.1511 0.8017 -1.5224
P: -0.2518 0.9346 -2.9825
C: -1.7361 -0.0821 -3.2398
C: -2.4003 -0.1307 -4.6359
C: -2.2728 -1.5017 -5.2901
C: -2.9406 -2.5946 -4.4479
C: -2.7380 -2.3524 -2.9449
C: -1.4993 -1.5014 -2.6902
C: 1.1834 0.4864 -4.0141
C: 1.0121 0.6225 -5.5328
C: 2.2628 0.0850 -6.2241
C: 2.4203 -1.4282 -6.0080
C: 1.7052 -1.9031 -4.7410
C: 1.8101 -0.8751 -3.6254
C: -0.5210 2.7226 -3.3280
C: -1.3282 3.1168 -4.5772
C: -2.8372 3.1414 -4.3665
C: -3.2072 4.0318 -3.1889
C: -2.5157 3.5249 -1.9331
C: -1.0011 3.5123 -2.0969
H: -2.4360 0.4044 -2.5430
H: -2.0181 0.6442 -5.3025
H: -3.4646 0.0856 -4.5062
H: -1.2167 -1.7416 -5.4385
H: -2.7161 -1.4678 -6.2868
H: -2.5284 -3.5661 -4.7268
H: -4.0087 -2.6340 -4.6730
H: -2.6533 -3.2995 -2.4120
H: -3.6073 -1.8351 -2.5248
H: -0.6307 -1.9711 -3.1567
H: -1.2851 -1.4564 -1.6170
H: 1.8894 1.2713 -3.7039
H: 0.8544 1.6683 -5.8033
H: 0.1380 0.0670 -5.8833
H: 3.1305 0.6153 -5.8209
H: 2.2316 0.3156 -7.2907
H: 3.4819 -1.6746 -5.9416
H: 2.0323 -1.9710 -6.8727
H: 2.1159 -2.8520 -4.3943
H: 0.6529 -2.1027 -4.9586
H: 2.8645 -0.7151 -3.3882
H: 1.3700 -1.2554 -2.7070
H: 0.5163 3.0319 -3.5180
H: -1.0658 2.4918 -5.4346
H: -1.0108 4.1313 -4.8427
H: -3.2121 2.1336 -4.1729
H: -3.3212 3.4816 -5.2844
H: -4.2891 4.0539 -3.0501
H: -2.8918 5.0600 -3.3947
H: -2.8721 2.5168 -1.7065
H: -2.7781 4.1350 -1.0675
H: -0.5228 3.1229 -1.1972
H: -0.6551 4.5437 -2.2227

Forces on atoms 1 to 6 (eV/Å):
-0.8 -0.1 0.1
0.0 -0.1 0.0
0.0 0.0 0.0
0.1 0.1 -0.1
0.0 0.0 0.0
0.2 0.2 0.0

Record 4
Computed, not measured: 7 unconnected molecules or ions with the total composition C33H26BF4O21, with ωB97M-V with the def2-TZVPD basis set.

## Properties
charge: -1
HOMO-LUMO gap: 6.192 eV
energy: -3277.22889 hartree
ΔE to the lowest compared entry with this formula, charge and spin: 29.9 kcal/mol

Positions of all 85 atoms, in Å:
B: -0.3647 -0.3115 0.1353
F: -0.7010 -1.0608 1.2819
F: 0.5140 0.7314 0.4904
F: 0.0313 -1.1528 -0.8939
F: -1.5058 0.3969 -0.3594
C: 1.2886 -7.7098 -0.8509
C: 2.1196 -7.3765 0.3549
C: 1.9183 -6.1581 1.2093
O: 2.2653 -5.9974 2.3405
C: 1.1641 -5.0748 0.5397
C: 0.2893 -5.3852 -0.6697
C: 0.3348 -6.6864 -1.3454
O: -0.4840 -6.9633 -2.2815
O: -0.3556 -4.3576 -1.3580
O: 2.9473 -8.2960 0.8531
H: 1.4254 -8.6398 -1.2877
H: 1.0528 -4.0713 1.0163
H: -0.1117 -3.5890 -1.0591
H: 3.3925 -7.8376 1.5784
C: 1.0902 -2.9989 5.5280
C: 0.3355 -2.5988 4.2570
C: -1.0666 -2.6012 4.1494
O: -1.6920 -2.5377 3.1272
C: -1.8532 -2.9867 5.4764
C: -1.0593 -3.3670 6.7492
C: 0.4078 -3.3531 6.7574
O: 1.0350 -3.4986 7.8293
O: -1.7755 -3.6872 7.8417
O: 1.0472 -2.3211 3.1436
H: 2.1404 -2.9512 5.5085
H: -3.0096 -3.0290 5.5286
H: -1.2856 -3.9391 8.5138
H: 0.3275 -1.8761 2.6352
C: -0.7527 5.1269 -3.6020
C: 0.1580 5.5688 -2.3994
C: 0.4830 4.5283 -1.2869
O: 1.3436 4.8755 -0.4212
C: -0.2265 3.2867 -1.3561
C: -1.1608 2.8808 -2.4784
C: -1.3534 3.7862 -3.6717
O: -2.1894 3.4896 -4.5108
O: -2.0020 1.9238 -2.4162
O: 0.8144 6.7155 -2.3897
H: -0.9859 5.7715 -4.4080
H: -0.0985 2.7032 -0.4162
H: -1.7276 1.3864 -1.6250
H: 1.7424 6.7270 -2.1485
C: 0.3374 0.2237 -7.6586
C: -1.2419 0.2035 -7.5994
C: -1.8615 -0.3669 -6.3997
O: -3.0426 -0.3052 -6.3061
C: -1.0670 -0.8920 -5.3499
C: 0.5084 -0.7863 -5.3752
C: 1.1220 -0.2429 -6.6436
O: 2.3697 -0.1452 -6.6629
O: 1.2133 -0.8293 -4.1747
O: -2.0292 0.6615 -8.6282
H: 0.7651 0.6583 -8.5108
H: -1.3938 -1.1935 -4.4747
H: 0.9425 -1.3886 -3.4388
H: -2.8908 0.5608 -8.3635
C: 4.4180 4.5078 2.7015
C: 3.1735 5.1752 3.3181
C: 1.8246 4.6834 3.0625
O: 0.8757 5.2674 3.5428
C: 1.7627 3.4672 2.3792
C: 3.0165 2.8297 1.6285
C: 4.3239 3.3622 1.9031
O: 5.2899 2.9013 1.3669
O: 2.9516 1.5316 1.1541
O: 3.4670 6.3079 4.1809
H: 5.4466 5.0180 2.8011
H: 0.7707 2.9436 2.3490
H: 2.0056 1.1998 0.8686
H: 2.6394 6.5270 4.7315
C: -3.5182 3.1837 0.5597
C: -4.4933 2.2686 1.1142
O: -5.6641 2.6541 1.4905
C: -4.1119 0.8003 1.3680
H: -3.7607 3.3305 -0.4793
H: -2.4811 2.9530 0.6467
H: -3.4805 4.2525 1.0576
H: -4.2486 0.4566 0.2695
H: -4.8054 0.2346 2.0597
H: -3.0403 0.5012 1.9026

Forces on atoms 1 to 6 (eV/Å):
-1.2 0.1 0.1
0.4 0.5 -0.6
0.7 -0.4 0.0
0.8 -0.1 0.0
-0.3 -0.1 0.1
2.6 4.2 5.3

Record 5
Computed, not measured: a molecular structure, C19H23N5O2Re, with ωB97M-V with the def2-TZVPD basis set.

## Properties
charge: +4
HOMO-LUMO gap (alpha / beta): 6.476 / 2.002 eV
energy: -1238.44766 hartree
ΔE to the lowest compared entry with this formula, charge and spin: 96.3 kcal/mol
multiplicity: 4

Positions of all 50 atoms, in Å:
N: -0.7627 4.0490 -0.0801
C: -0.0753 5.0096 -0.0800
C: 0.7061 6.2366 -0.0693
H: 0.0496 7.0817 -0.3069
H: 1.5053 6.1729 -0.8081
H: 1.1892 6.3932 0.9120
N: 4.6234 -2.8889 0.7996
C: 5.2520 -3.3531 -0.0689
C: 5.9765 -3.8961 -1.2141
H: 6.0834 -3.1120 -1.9760
H: 5.3657 -4.6520 -1.7170
H: 6.9477 -4.3302 -0.8654
N: -3.9818 -1.0499 -0.0604
C: -4.6554 -1.9852 -0.0992
C: -5.5609 -3.1293 -0.0411
H: -5.2531 -3.8700 0.7141
H: -5.5178 -3.6021 -1.0310
H: -6.5810 -2.7404 0.1291
Re: 0.9092 -0.5690 -1.1344
C: 0.5333 -1.9026 0.4231
O: 0.1947 -2.5294 1.3524
C: 1.8720 0.4682 0.4022
O: 2.2685 1.0446 1.3330
C: 1.5344 0.7166 -2.6646
C: 0.1222 0.7743 -2.4892
C: -0.6197 -0.4392 -2.4529
C: 0.0535 -1.6721 -2.6402
C: 1.4706 -1.7502 -2.7523
C: 2.2296 -0.5418 -2.7547
H: 2.0820 1.6457 -2.7538
H: -0.3983 1.7063 -2.3642
H: -1.6833 -0.3802 -2.3434
H: -0.5520 -2.5663 -2.7561
H: 1.9861 -2.6987 -2.9829
H: 3.3045 -0.5954 -2.9717
C: -0.6973 0.4666 4.7006
C: -0.9660 0.6059 3.2666
C: -1.9800 1.2176 2.5500
C: -1.6802 1.0458 1.1858
N: -0.5278 0.3344 1.0899
N: -0.1342 0.0990 2.3441
C: -2.4989 1.5486 0.0632
H: -0.5901 1.4485 5.1706
H: -1.5293 -0.0388 5.1979
H: 0.2147 -0.1052 4.8854
H: -2.8370 1.7322 2.9371
H: 0.7087 -0.4092 2.6234
H: -3.5002 1.0634 0.1282
H: -2.5716 2.6504 0.1719
H: -2.0289 1.2965 -0.9021

Forces on atoms 1 to 6 (eV/Å):
2.4 2.6 0.0
-2.2 -2.7 0.1
0.3 0.2 0.3
0.2 -0.1 0.1
-0.1 0.1 -0.1
-0.4 -0.1 -0.4

Record 6
Computed, not measured: a molecular structure, C42H52FeN2O6Si2Te, with ωB97M-V with the def2-TZVPD basis set.

## Properties
charge: -2
HOMO-LUMO gap (alpha / beta): 5.307 / 5.318 eV
energy: -4303.51216 hartree
ΔE to the lowest compared entry with this formula, charge and spin: 8.7 kcal/mol
multiplicity: 5

Positions of all 106 atoms, in Å:
Fe: 0.9088 0.0245 -0.4536
C: 1.1176 6.8578 0.6584
O: 2.4779 6.5402 0.4196
C: 2.7700 5.2280 0.1954
C: 4.1414 4.9545 -0.0140
C: 4.5015 3.6605 -0.2776
C: 3.5775 2.5982 -0.3435
C: 4.0248 1.2572 -0.6911
C: 5.5032 0.9753 -0.8674
O: 3.2529 0.3266 -0.8647
C: 2.1904 2.8671 -0.0765
O: 1.2649 2.0005 -0.0205
C: 1.8295 4.2350 0.1715
H: 1.0805 7.9316 0.8259
H: 0.7330 6.3391 1.5390
H: 0.4906 6.6019 -0.1977
H: 4.8619 5.7617 0.0243
H: 5.5523 3.4500 -0.4454
H: 6.0476 1.1755 0.0602
H: 5.9316 1.5942 -1.6596
H: 5.6107 -0.0736 -1.1319
H: 0.7770 4.4152 0.3388
C: -2.1921 -2.0319 2.1508
Si: -1.1194 -0.7774 3.0546
C: -1.2976 -1.2204 4.8855
C: -1.9566 0.8850 2.9415
C: 0.6020 -0.6784 2.4229
C: 1.2087 -1.7583 1.6874
C: 1.0150 -3.1400 2.0122
C: 1.6779 -4.1313 1.3279
C: 2.5672 -3.8054 0.2977
C: 2.7115 -2.4676 0.0104
N: 2.0681 -1.4870 0.6532
Si: 1.7052 0.5839 3.1417
C: 3.4354 0.6521 2.4359
C: 2.0567 0.1299 4.9543
C: 1.0373 2.3348 3.2367
H: -2.9325 -2.4537 2.8439
H: -1.6362 -2.8663 1.7123
H: -2.7309 -1.5431 1.3306
H: -2.3599 -1.3562 5.1357
H: -0.9074 -0.4172 5.5207
H: -0.7567 -2.1428 5.1423
H: -3.0348 0.8086 3.1374
H: -1.8185 1.3298 1.9544
H: -1.5271 1.5759 3.6781
H: 0.3798 -3.3891 2.8523
H: 1.5266 -5.1689 1.6087
H: 3.1076 -4.5584 -0.2604
H: 3.3514 -2.1322 -0.8021
H: 3.7947 -0.3420 2.1431
H: 4.1055 1.0682 3.1974
H: 3.4773 1.2923 1.5490
H: 2.5787 -0.8381 5.0046
H: 1.1371 0.0395 5.5408
H: 2.6942 0.8907 5.4341
H: 0.4259 2.5817 2.3590
H: 1.8785 3.0389 3.2694
H: 0.4303 2.4762 4.1409
O: -0.1232 -2.3245 -1.1164
H: -0.1461 -2.8335 -0.2944
H: -0.8709 -1.6837 -1.0398
C: -7.4882 2.7191 4.2451
C: -6.8497 1.5018 3.6160
C: -6.7854 0.3104 4.3319
C: -6.2286 -0.8231 3.7512
C: -5.7258 -0.7716 2.4618
C: -5.7720 0.4207 1.7324
N: -5.2217 0.5352 0.4366
C: -4.9261 -0.5826 -0.3647
C: -5.8808 -1.5848 -0.5635
C: -5.6228 -2.6533 -1.4068
C: -4.4112 -2.7319 -2.0869
C: -3.4587 -1.7468 -1.8794
C: -3.6859 -0.6773 -1.0175
C: -2.5785 0.3240 -0.7496
O: -2.9079 1.4963 -0.5005
O: -1.3912 -0.1282 -0.7737
C: -6.3500 1.5647 2.3101
C: -6.4119 2.8540 1.5275
H: -7.5430 2.6041 5.3292
H: -8.5081 2.8665 3.8743
H: -6.9317 3.6334 4.0280
H: -7.1540 0.2789 5.3529
H: -6.1519 -1.7449 4.3188
H: -5.2623 -1.6456 2.0169
H: -4.4760 1.2264 0.3221
H: -6.8321 -1.5080 -0.0467
H: -6.3761 -3.4212 -1.5436
H: -4.2036 -3.5604 -2.7544
H: -2.5069 -1.8025 -2.3948
H: -5.6229 3.5496 1.8351
H: -7.3703 3.3601 1.6700
H: -6.2762 2.6600 0.4643
Te: 1.0321 0.6765 -3.0280
C: -0.0381 -0.3521 -4.5230
C: -0.1121 0.1960 -5.8083
C: -0.7448 -0.4847 -6.8467
C: -1.3283 -1.7306 -6.6268
C: -1.2733 -2.2822 -5.3497
C: -0.6382 -1.6030 -4.3127
H: 0.3349 1.1687 -5.9906
H: -0.7802 -0.0381 -7.8356
H: -1.8207 -2.2594 -7.4351
H: -1.7220 -3.2522 -5.1592
H: -0.5902 -2.0513 -3.3245

Forces on atoms 1 to 6 (eV/Å):
0.0 0.1 0.1
0.2 0.0 0.0
-0.3 0.4 0.1
0.1 -0.2 0.0
-0.1 0.0 0.0
0.0 -0.1 0.0